Run 1
Formula: C2H6N4O2
Source: the Open Molecules 2025 dataset
Level of theory: ωB97M-V/def2-TZVPD

Summary:
Lowest unoccupied orbital energy: 0.7085 eV
Gap between HOMO and LUMO: 10.3 eV
Highest occupied orbital energy: -9.635 eV

Positions of all 14 atoms, in Å:
1 O 1.664 -0.015 0.950
2 O 2.332 -0.602 -1.147
3 N -1.746 0.283 -0.053
4 N 0.364 -0.397 0.638
5 N 0.158 1.737 -0.264
6 N -2.100 -1.065 -0.319
7 C -0.408 0.657 0.087
8 C 2.547 -0.172 -0.050
9 H -1.328 -1.551 -0.795
10 H 3.526 0.181 0.314
11 H -2.252 -1.534 0.572
12 H -0.488 2.317 -0.776
13 H -0.025 -0.755 1.499
14 H -2.243 0.915 -0.655

Run 2
Formula: C2H6N4O2
Source: the Open Molecules 2025 dataset
Level of theory: ωB97M-V/def2-TZVPD

Summary:
Lowest unoccupied orbital energy: 0.5844 eV
Gap between HOMO and LUMO: 10.2 eV
Highest occupied orbital energy: -9.644 eV

Positions of all 14 atoms, in Å:
1 O 1.397 -0.255 -2.902
2 O 0.318 0.541 0.375
3 N -0.969 1.242 2.030
4 N -0.760 -1.099 1.571
5 N 1.182 0.568 -1.696
6 N -0.396 -1.046 -1.190
7 C 0.255 -0.042 -0.883
8 C -0.475 0.139 1.376
9 H -1.744 1.177 2.643
10 H 0.958 -1.098 -2.703
11 H 2.050 0.683 -1.129
12 H 0.104 -1.651 1.358
13 H -1.065 -1.311 -0.508
14 H -0.854 2.152 1.658

It comes down to run 2, which is 22.5 kJ/mol more stable than the next structure.

Run 1
Formula: C4H8N2O2
Source: the Open Molecules 2025 dataset
Level of theory: ωB97M-V/def2-TZVPD

Summary:
Lowest unoccupied orbital energy: 0.6504 eV
Gap between HOMO and LUMO: 10.3 eV
Highest occupied orbital energy: -9.673 eV

Positions of all 16 atoms, in Å:
1 O -0.091 -1.719 -0.929
2 O 0.819 1.798 -0.831
3 N -0.801 0.096 1.939
4 N 1.416 -0.346 1.397
5 C -1.224 0.523 -0.903
6 C 0.212 0.660 -1.310
7 C -0.193 -0.429 -0.375
8 C 0.109 -0.211 1.070
9 H -1.732 0.124 1.546
10 H -1.932 0.150 -1.627
11 H 1.635 1.579 -0.348
12 H -0.590 -2.279 -0.333
13 H 0.589 0.272 -2.284
14 H -1.570 1.316 -0.243
15 H 1.852 -1.101 0.846
16 H 1.502 -0.435 2.385

Run 2
Formula: C4H8N2O2
Source: the Open Molecules 2025 dataset
Level of theory: ωB97M-V/def2-TZVPD

Summary:
Lowest unoccupied orbital energy: 0.5775 eV
Gap between HOMO and LUMO: 8.6 eV
Highest occupied orbital energy: -7.986 eV

Positions of all 16 atoms, in Å:
1 O -2.526 1.026 0.062
2 O -0.626 -1.990 -0.552
3 N 0.788 0.021 1.053
4 N -1.318 0.362 -0.039
5 C 0.995 0.256 -0.376
6 C -0.619 -0.132 1.226
7 C -0.230 0.873 -0.956
8 C -1.339 -1.127 0.242
9 H 1.210 -0.731 -0.798
10 H 1.155 0.860 1.542
11 H -1.026 0.257 2.171
12 H -0.516 0.506 -2.003
13 H -0.421 -2.607 0.120
14 H -2.336 -1.551 0.386
15 H -0.160 2.037 -1.077
16 H 1.860 0.884 -0.588

It comes down to run 1, which is 322.3 kJ/mol more stable than the next structure.